This record from OMol25 describes a cluster of 2 separate species, CH4N2O in total. The level of theory is ωB97M-V with the def2-TZVPD basis set.

Results
HOMO (spin up / spin down) = -9.7 / -8.0 eV
Net charge = 0
Kohn-Sham gap (spin up / spin down) = 9.4 / 6.7 eV
LUMO energy (spin up / spin down) = -0.3 / -1.3 eV

Positions of all 8 atoms, in Å:
C 0.48 0.44 0.28
N -1.58 -1.02 -1.19
N -0.21 -0.78 0.23
O -0.06 -1.73 0.97
H 1.15 0.52 -0.58
H 1.05 0.48 1.21
H -0.24 1.27 0.23
H -1.88 -1.96 -0.92

=====

This record from OMol25 describes a cluster of 2 separate species, C6H14NO in total. The level of theory is ωB97M-V with the def2-TZVPD basis set.

Results
HOMO = -12.1 eV
Net charge = +1
Kohn-Sham gap = 3.1 eV
LUMO energy = -9.0 eV

Positions of all 22 atoms, in Å:
O 1.77 0.71 0.30
C 1.00 1.69 0.67
C -0.17 1.85 -0.10
C -0.68 0.98 -1.26
C -0.78 -0.58 -0.79
C -1.49 -0.77 0.49
C -3.00 -0.86 0.30
N 4.53 -1.14 0.21
H 1.27 2.46 1.50
H -0.76 2.67 0.33
H -0.19 1.18 -2.26
H -1.73 1.37 -1.38
H 0.26 -0.97 -0.84
H -1.27 -1.16 -1.59
H -1.26 0.05 1.21
H -1.14 -1.74 0.97
H -3.40 0.09 -0.09
H -3.19 -1.72 -0.40
H -3.40 -1.15 1.26
H 5.51 -0.85 0.47
H 3.90 -0.32 0.04
H 4.21 -1.79 0.96

=====

Which DFT total energy belongs to each record? In order, -225.0098 -366.5700 Eh.